## 1
This record from OMol25 describes a cluster of 13 separate species, C45H122N6O13 in total. The level of theory is wB97M-V/def2-TZVPD.

Last column: Mulliken charge in e.
Geometry (Å):
C  -1.47563  1.25240  4.38864  -2.16
C  -2.70560  0.75398  3.64105  2.56
C  -3.89821  1.06963  4.52809  -1.43
O  -5.15237  1.02894  3.80429  -0.14
C  -6.30358  1.05678  4.66420  -1.04
N  -2.74383  1.47459  2.35894  0.25
H  -1.36119  0.87301  5.38657  0.55
H  -1.40354  2.26790  4.52293  0.82
H  -0.63756  0.88443  3.78280  -0.01
H  -2.50155  -0.29028  3.36335  -1.22
H  -3.75168  2.02174  4.94321  0.65
H  -3.93204  0.47237  5.42379  0.52
H  -6.33478  0.07198  5.09590  0.38
H  -7.16118  1.22230  4.08141  0.30
H  -6.17865  1.88612  5.37665  0.28
H  -3.69072  1.38476  1.99486  0.09
H  -2.14020  1.03293  1.70378  -0.75
C  -5.65212  -0.64250  0.66770  -1.64
C  -4.72603  -1.72429  1.26122  2.52
C  -5.45331  -2.37233  2.39803  -0.82
O  -4.68624  -3.47951  2.90915  -0.12
C  -5.25467  -4.20931  3.98432  -0.97
N  -4.39850  -2.67244  0.11331  -0.38
H  -5.35926  -0.16666  -0.29277  -0.02
H  -5.86784  0.14361  1.44130  0.19
H  -6.62611  -1.12167  0.39871  0.61
H  -3.86740  -1.17422  1.58668  -1.42
H  -6.37084  -2.81632  2.04376  0.50
H  -5.73597  -1.63405  3.22569  0.03
H  -5.25995  -3.77734  4.96841  0.32
H  -4.74931  -5.19035  3.95025  0.25
H  -6.28695  -4.47236  3.78545  0.39
H  -5.12344  -2.71961  -0.58634  0.31
H  -4.27541  -3.59760  0.49670  0.26
C  1.99599  4.26722  4.12686  -1.27
C  2.60859  4.62241  2.79022  0.55
C  2.06279  3.79142  1.68701  1.25
O  2.86918  3.70785  0.52944  -0.06
C  2.52467  4.72661  -0.37870  -0.60
N  2.47008  5.99134  2.41946  -0.73
H  2.55576  4.64904  4.95706  0.43
H  1.94297  3.17268  4.19199  0.24
H  0.92961  4.70032  4.28011  0.19
H  3.64049  4.39894  2.76311  0.43
H  1.03516  4.14229  1.46024  -1.58
H  1.91189  2.69692  1.86234  -0.13
H  2.88380  5.72893  -0.11866  0.18
H  1.44798  4.73481  -0.54182  0.33
H  3.02520  4.46807  -1.30919  -0.01
H  3.23912  6.30319  1.83310  0.33
H  1.62287  6.16014  1.92602  0.29
C  -1.68764  -4.39825  2.77082  -1.83
C  -1.16483  -3.01965  2.37186  2.73
C  0.03587  -2.53731  3.12890  -1.48
O  0.37823  -1.23422  2.74075  0.44
C  1.45217  -0.72383  3.56304  -0.42
N  -0.90209  -3.02563  0.93184  0.75
H  -1.03236  -5.24556  2.50433  0.29
H  -2.61071  -4.64935  2.23776  0.29
H  -1.90714  -4.42634  3.83013  0.56
H  -1.94466  -2.29076  2.56187  -1.45
H  0.90429  -3.16087  3.08227  0.33
H  -0.17718  -2.50918  4.18211  0.54
H  1.84754  0.19037  3.18489  -0.41
H  2.30666  -1.41798  3.67564  0.19
H  1.07000  -0.53417  4.58147  0.45
H  -0.34446  -3.81114  0.58547  -0.33
H  -1.85420  -3.15012  0.51159  -0.50
C  -2.38669  -5.81868  -4.02889  -1.49
C  -1.91514  -5.39018  -2.62573  0.32
C  -0.43666  -5.43128  -2.52683  -0.20
O  -0.05958  -5.28640  -1.19566  -0.26
C  1.28712  -5.47133  -1.06747  -0.35
N  -2.45334  -4.12273  -2.32724  -0.23
H  -1.93084  -6.74002  -4.37268  0.44
H  -2.10757  -4.99724  -4.67705  0.29
H  -3.49584  -6.01771  -4.13441  0.30
H  -2.31445  -6.02967  -1.82263  0.41
H  0.03680  -4.56921  -3.03125  -0.21
H  0.00488  -6.35467  -2.83779  0.46
H  1.59418  -6.49361  -1.23242  0.41
H  1.48737  -5.18256  -0.04205  -0.32
H  1.77778  -4.68267  -1.70914  0.32
H  -2.05739  -3.45778  -3.01057  -0.06
H  -2.06578  -3.77583  -1.40362  -0.02
C  1.02526  4.30046  -3.81683  -0.81
C  1.11120  4.09522  -5.35268  0.60
C  1.24825  2.64091  -5.77913  -0.83
O  2.49154  2.08709  -5.28936  0.13
C  3.55527  1.84278  -6.18552  -0.98
N  0.01686  4.85895  -5.94580  -0.60
H  0.08255  3.85374  -3.44458  0.34
H  1.23032  5.33267  -3.63027  0.45
H  1.81307  3.67569  -3.36734  -0.27
H  2.00452  4.55960  -5.84378  0.11
H  1.37926  2.58478  -6.88665  0.54
H  0.48621  1.93310  -5.60746  0.00
H  3.96506  2.70548  -6.70767  0.27
H  3.19604  1.12905  -6.90699  0.41
H  4.33125  1.34481  -5.57877  0.18
H  -0.80543  4.88659  -5.37855  0.21
H  -0.08732  4.75176  -6.95347  0.23
C  5.45025  2.34739  -2.66044  -1.43
C  4.53500  1.42104  -1.91071  1.42
C  4.80977  -0.02183  -2.26008  -1.60
O  4.66053  1.59340  -0.51022  -0.13
H  6.44622  2.16482  -2.29585  0.42
H  5.31585  3.40599  -2.52770  0.33
H  5.31017  2.00744  -3.71326  0.16
H  3.57037  1.67529  -2.19143  -0.13
H  5.84479  -0.33900  -2.27046  0.45
H  4.67266  -0.04263  -3.38550  0.15
H  4.17214  -0.76135  -1.76050  0.34
H  4.12696  2.27456  -0.12471  0.23
C  -4.04222  -1.29363  -3.62621  -1.28
C  -3.70559  0.14394  -3.78585  0.62
C  -4.40470  1.03372  -2.80638  -0.88
O  -2.24850  0.34154  -3.69266  -0.29
H  -5.15494  -1.45897  -3.77262  0.49
H  -3.77829  -1.73539  -2.63886  -0.03
H  -3.57718  -1.99742  -4.28949  0.35
H  -3.93472  0.46957  -4.78643  0.41
H  -5.47920  0.66215  -2.85989  0.40
H  -4.33909  2.07870  -3.06814  0.37
H  -4.05033  0.93176  -1.76441  -0.25
H  -1.98820  0.25515  -2.73726  -0.01
C  3.68286  -5.02676  2.58453  -1.01
C  4.71251  -3.83157  2.33101  0.79
C  5.38821  -3.99027  0.93608  -1.35
O  4.02954  -2.66308  2.57561  -0.01
H  2.77635  -4.95159  2.04010  -0.14
H  3.38355  -5.02944  3.61956  0.37
H  4.10749  -6.02495  2.22026  0.35
H  5.46380  -3.86205  3.13230  0.22
H  4.62506  -4.15504  0.18550  0.21
H  5.99601  -4.90946  0.97594  0.40
H  5.91744  -3.13052  0.63989  0.41
H  4.58380  -1.93551  2.40669  0.03
C  -0.15584  1.90205  0.00051  -0.47
C  -0.24203  0.56732  -0.79503  1.47
C  0.89557  -0.31437  -0.35998  -0.76
O  -1.51291  0.01053  -0.49082  1.06
H  -0.39119  1.77562  1.05770  -0.23
H  -0.84716  2.61400  -0.45134  0.38
H  0.82754  2.39607  -0.10351  -0.34
H  -0.19596  0.79675  -1.81664  0.05
H  1.83546  -0.10313  -0.89777  -0.44
H  0.69353  -1.29257  -0.66190  0.65
H  1.00485  -0.17821  0.69674  -0.29
H  -1.42162  -0.88218  -0.12252  -0.49
C  1.76411  -1.91029  -4.68382  -1.34
C  0.48948  -1.12710  -4.82551  1.47
C  -0.06959  -0.79541  -6.24007  -1.32
O  -0.46198  -1.89773  -4.10225  -0.01
H  2.21228  -1.54615  -3.76365  0.05
H  2.38491  -1.64320  -5.52730  0.43
H  1.48242  -2.97672  -4.67228  0.38
H  0.66515  -0.21142  -4.26989  -0.37
H  0.26836  0.11163  -6.70340  0.33
H  -1.16677  -0.61916  -6.01938  0.26
H  0.00987  -1.57826  -6.96276  0.38
H  -1.22060  -1.31050  -4.18660  -0.32
C  -2.26504  5.13864  1.12061  -0.38
C  -2.79303  5.21533  2.56264  0.55
C  -4.24723  5.49762  2.63966  -1.55
O  -2.34261  4.13113  3.40330  -0.47
H  -1.25422  4.73041  1.17909  -0.60
H  -2.34269  6.10096  0.57345  0.51
H  -2.82837  4.35039  0.55554  0.20
H  -2.25963  6.03654  3.07030  0.21
H  -4.78743  4.57239  2.40420  0.23
H  -4.49577  6.33781  2.07264  0.48
H  -4.48756  5.76931  3.64415  0.37
H  -2.39740  3.28207  3.01412  0.35
C  5.14567  1.60731  2.98575  -0.64
C  5.97550  0.36275  2.61384  0.77
C  6.29444  -0.43846  3.82758  -1.63
O  5.28843  -0.46871  1.71449  -0.48
H  5.50326  1.98425  3.94005  0.46
H  4.05694  1.27994  3.04241  -0.21
H  5.24263  2.43274  2.20492  0.15
H  6.87494  0.80875  2.16908  0.15
H  5.45070  -0.85803  4.36758  0.35
H  6.96706  0.07388  4.53270  0.44
H  6.85603  -1.36268  3.51167  0.33
H  5.04036  0.06602  0.92827  0.05

Calculated values
E_LUMO   0.025 Ha
HOMO level   -8.9110 eV

## 2
This record from OMol25 describes a structure of composition C45H122N6O13. The level of theory is wB97M-V/def2-TZVPD.

Last column: Mulliken charge in e.
Geometry (Å):
C  1.72519  -4.18796  -2.87865  -1.96
C  0.39257  -3.63976  -2.25580  1.21
C  0.41309  -2.07175  -2.27486  0.16
O  -0.63132  -3.95668  -3.16342  -0.56
H  1.64243  -5.12161  -3.43503  0.44
H  2.64752  -4.07185  -2.30953  0.38
H  1.86605  -3.50885  -3.71951  0.93
H  0.28325  -4.12922  -1.28804  -0.64
H  -0.44647  -1.61643  -1.78302  -1.67
H  0.59056  -1.75623  -3.30300  0.30
H  1.33813  -1.69361  -1.83963  0.98
H  -0.53524  -4.89150  -3.35956  0.63
C  -0.99201  -5.19800  0.69023  -1.61
C  -1.77971  -3.91179  0.67419  -0.34
C  -1.07494  -2.70159  -0.03380  1.51
O  -2.99317  -4.27356  0.00179  -0.64
H  -0.61760  -5.44353  -0.30356  0.22
H  -1.53341  -6.06116  1.07747  0.59
H  -0.19459  -5.24073  1.43211  0.16
H  -2.11456  -3.72097  1.69378  0.69
H  -1.69417  -1.80923  -0.12515  -1.21
H  -0.69056  -3.10214  -0.97184  0.01
H  -0.35109  -2.37898  0.71458  1.38
H  -3.49801  -4.96279  0.43964  0.49
C  -0.48133  -3.00203  3.55501  -2.05
C  -0.00913  -1.53468  3.43015  0.24
C  1.44727  -1.39517  3.08795  -0.80
O  -0.72300  -1.04329  2.32248  -0.39
H  -0.29801  -3.69981  2.73796  0.19
H  -1.56387  -3.05021  3.67289  0.35
H  0.04478  -3.29535  4.46346  0.70
H  -0.29819  -1.03387  4.35413  0.81
H  1.74588  -0.35321  3.20309  0.24
H  1.59297  -1.81994  2.09476  -0.05
H  2.00646  -2.05230  3.75397  0.61
H  -1.57876  -0.74113  2.63549  0.53
C  -2.91293  1.04403  2.66035  0.31
C  -2.12660  0.14059  3.69981  1.32
C  -2.43068  0.48729  5.14621  -1.45
O  -2.45439  -1.18946  3.53540  -0.47
H  -3.06590  0.54945  1.70113  -1.41
H  -2.41694  2.00495  2.52345  -0.44
H  -3.88775  1.34300  3.04561  1.72
H  -1.04069  0.20635  3.63201  -0.98
H  -1.93178  -0.21176  5.81741  0.47
H  -3.49207  0.50986  5.39323  0.55
H  -1.96264  1.39976  5.51560  0.21
H  -3.17802  -1.21352  4.16577  0.66
C  -0.23984  2.54502  3.82225  -1.44
C  0.55475  3.71245  3.11431  -1.24
C  1.01929  3.36725  1.77020  0.73
O  -0.29321  4.80776  3.06975  -0.75
H  -0.50434  2.84418  4.83648  0.99
H  0.41870  1.68661  3.95484  0.75
H  -1.15704  2.24323  3.31654  -1.60
H  1.34414  4.08534  3.76691  0.70
H  1.60898  4.13494  1.26918  -0.23
H  0.21304  3.09200  1.09027  0.40
H  1.72904  2.54745  1.65936  -0.06
H  -1.13531  4.65472  2.63495  0.34
C  -0.26780  1.02719  1.11570  -0.69
C  -0.40241  -0.11620  0.08481  0.60
C  0.01081  0.34011  -1.28421  0.82
O  0.41946  -1.20051  0.47755  0.98
H  -0.58825  0.65910  2.09033  0.52
H  -0.95363  1.84604  0.89835  0.10
H  0.72687  1.47029  1.16470  -2.33
H  -1.45075  -0.41053  0.03534  -1.85
H  -0.34402  -0.36587  -2.03508  -2.80
H  1.09196  0.45436  -1.36267  0.13
H  -0.41050  1.31326  -1.53635  -0.25
H  0.21960  -1.35388  1.40391  -0.72
C  1.89918  0.02132  -2.55530  0.76
C  3.08141  -0.33054  -3.50927  -1.65
C  2.95529  0.18156  -4.97318  -1.95
O  4.19262  0.20613  -2.90660  -0.62
H  2.04694  -0.50621  -1.61297  -2.46
H  0.88364  -0.17899  -2.89683  -0.28
H  1.98687  1.05848  -2.23173  -0.95
H  3.18903  -1.41277  -3.58198  1.27
H  2.03732  -0.09382  -5.49240  0.27
H  3.87612  -0.19349  -5.41984  0.47
H  3.08465  1.25810  -5.08454  0.37
H  3.92098  1.12649  -2.93393  0.45
C  -0.15922  4.73558  -4.81516  -1.70
C  -1.00147  4.24839  -3.58799  -0.17
C  -0.72255  2.82939  -3.07739  1.19
O  -1.40300  2.00891  -3.98627  -0.46
C  -1.34841  0.59366  -3.74343  0.95
N  -0.70945  5.22872  -2.58158  -0.62
H  -0.27659  3.98345  -5.59531  0.36
H  0.92709  4.73547  -4.72545  0.24
H  -0.48947  5.67044  -5.26800  0.39
H  -2.05111  4.38256  -3.84944  0.78
H  -1.20627  2.72002  -2.10674  -1.12
H  0.33656  2.57611  -3.03006  0.49
H  -0.31718  0.35019  -3.48772  0.17
H  -1.71167  0.28011  -4.72212  0.21
H  -1.97896  0.15251  -2.97149  -1.17
H  0.07799  4.88734  -2.04913  -0.03
H  -1.43995  5.11905  -1.89279  0.39
C  -3.07927  3.21716  4.50068  0.47
C  -3.25017  4.51866  3.62397  0.02
C  -3.10757  4.22560  2.16383  -1.14
O  -1.82034  3.89619  1.72930  0.72
C  -1.71689  3.48928  0.31168  -1.67
N  -4.59884  5.10818  3.96586  -0.77
H  -3.14615  3.48256  5.55575  0.58
H  -2.13954  2.69531  4.31992  -1.28
H  -3.92271  2.54302  4.35144  0.30
H  -2.50623  5.25350  3.93164  0.50
H  -3.53196  5.05745  1.60167  0.87
H  -3.73098  3.36294  1.92868  0.17
H  -2.50548  3.95584  -0.27870  1.06
H  -1.98268  2.43237  0.29181  0.36
H  -0.70053  3.64778  -0.04886  0.23
H  -4.42384  5.57433  4.84459  0.35
H  -4.73506  5.90044  3.35441  0.31
C  -2.05594  -1.40838  -2.99439  -0.80
C  -3.41950  -1.52087  -2.22078  1.80
C  -4.02786  -0.13601  -1.91108  -1.97
O  -3.27214  0.56909  -0.99354  0.13
C  -3.36445  0.05292  0.31771  -0.09
N  -4.19909  -2.33733  -3.12121  -0.76
H  -2.13407  -1.01788  -4.00903  0.28
H  -1.58044  -2.38875  -3.02388  0.30
H  -1.34282  -0.75301  -2.49435  1.88
H  -3.19961  -2.09209  -1.31886  -0.14
H  -5.06636  -0.23936  -1.59655  0.43
H  -4.09692  0.42349  -2.84398  0.44
H  -2.86220  0.71278  1.02514  -0.87
H  -2.83716  -0.89801  0.39384  1.22
H  -4.41969  -0.02471  0.57952  0.66
H  -3.77392  -3.25348  -3.11614  0.37
H  -5.03793  -2.58272  -2.61502  0.40
C  2.02382  1.98200  -0.52092  0.70
C  2.11034  3.30758  -1.29025  1.20
C  1.86736  4.66020  -0.48149  -2.03
O  0.50515  4.72361  -0.09294  0.19
C  0.07825  5.92164  0.45710  -1.28
N  3.50511  3.41507  -1.69609  -0.52
H  2.21521  1.06622  -1.08022  1.77
H  0.97870  1.89657  -0.22337  0.92
H  2.57822  1.92409  0.41576  -0.01
H  1.47230  3.28127  -2.17359  -0.46
H  2.13852  5.50906  -1.10918  0.67
H  2.52233  4.54227  0.38177  0.31
H  0.53002  6.79511  -0.01305  0.51
H  0.31281  6.00487  1.51831  0.32
H  -0.97246  6.04815  0.19615  0.21
H  4.19285  3.33301  -0.96098  0.31
H  3.65534  4.33869  -2.07619  0.37
C  3.59155  -2.66891  -1.75475  -0.87
C  4.03265  -1.95114  -0.50732  -0.40
C  2.96450  -0.95000  -0.08994  1.21
O  3.46409  -0.36448  1.07908  -0.55
C  2.76866  0.70949  1.59328  -1.62
N  4.23322  -3.03191  0.48143  -0.56
H  2.57514  -3.05141  -1.66143  -1.15
H  4.28565  -3.43423  -2.10202  1.08
H  3.52277  -1.98792  -2.60305  -0.99
H  4.99539  -1.49208  -0.73208  1.01
H  1.95508  -1.22696  0.21415  1.52
H  3.01665  -0.18980  -0.86934  -0.03
H  3.14787  0.91743  2.59382  0.77
H  1.68161  0.63525  1.62366  -0.09
H  2.92932  1.61795  1.01277  1.31
H  4.60960  -2.71678  1.36412  0.37
H  3.42822  -3.60259  0.69685  -0.62
C  1.90659  -6.43305  -1.39038  -0.58
C  2.88674  -5.91266  -0.30520  0.71
C  2.15021  -4.98499  0.74565  -1.15
O  1.85158  -3.77513  0.06335  0.68
C  1.33938  -2.77540  0.96300  0.02
N  3.59097  -7.07223  0.32803  -0.83
H  2.31377  -7.08790  -2.16074  0.40
H  1.57604  -5.49092  -1.82769  -0.29
H  1.11731  -6.98389  -0.87881  0.38
H  3.64778  -5.31041  -0.80139  -0.19
H  2.76349  -4.87160  1.63959  0.37
H  1.22317  -5.44714  1.08491  0.69
H  0.51156  -3.05340  1.61533  -0.79
H  1.03595  -1.95635  0.31092  0.54
H  2.13680  -2.55900  1.67391  0.40
H  2.95717  -7.50413  0.98518  0.33
H  3.63743  -7.83160  -0.33627  0.33

Calculated values
E_LUMO   0.007 Ha
HOMO level   -7.8939 eV

## 3
This record from OMol25 describes a cluster of 13 separate species, C45H122N6O13 in total. The level of theory is wB97M-V/def2-TZVPD.

Last column: Mulliken charge in e.
Geometry (Å):
C  -1.83737  2.38226  -3.56616  -0.89
C  -3.06108  1.51147  -3.06169  2.76
C  -4.26872  2.33992  -2.69126  -1.43
O  -5.20185  1.48572  -2.05562  0.00
C  -6.54926  2.00290  -1.98357  -0.99
N  -3.55618  0.75933  -4.31565  -0.89
H  -2.29828  3.07535  -4.32247  0.45
H  -1.11420  1.80964  -4.17164  -0.03
H  -1.34954  2.97405  -2.75511  -0.12
H  -2.86583  0.88811  -2.15993  -1.13
H  -4.63610  2.83066  -3.60695  0.53
H  -3.97433  3.19737  -2.02657  0.29
H  -6.98659  2.30315  -2.95243  0.33
H  -6.63529  2.93262  -1.38875  0.32
H  -7.13896  1.19599  -1.52684  0.25
H  -2.85775  -0.00918  -4.40737  0.18
H  -4.36085  0.24444  -4.08045  0.38
C  -1.32823  1.38231  4.88570  -1.65
C  -1.59176  0.18702  5.83115  0.28
C  -3.00425  0.24168  6.45149  -0.27
O  -2.92073  -0.67557  7.53242  -0.34
C  -4.12319  -1.32982  7.79874  -0.59
N  -1.40761  -1.14417  5.24824  -0.01
H  -2.17071  1.34591  4.14842  0.17
H  -0.36697  1.31192  4.44519  0.32
H  -1.38304  2.25658  5.45599  0.56
H  -0.92044  0.23471  6.70277  0.56
H  -3.80280  -0.14687  5.68573  -0.24
H  -3.31701  1.23979  6.76542  0.47
H  -4.05471  -2.07915  8.62883  0.25
H  -4.55700  -1.72105  6.85134  0.18
H  -4.89684  -0.62994  8.24226  0.29
H  -2.30698  -1.40924  4.78563  -0.33
H  -1.19965  -1.77093  5.99569  0.28
C  3.38621  2.68343  -7.43713  -1.58
C  2.89374  1.84921  -6.27883  0.63
C  2.80597  2.67953  -4.95965  -0.33
O  4.07524  3.26142  -4.62667  -0.37
C  4.23942  4.02447  -3.46904  -0.52
N  1.54482  1.27234  -6.41145  -0.50
H  2.70252  3.49409  -7.60427  0.38
H  3.37669  2.05458  -8.34932  0.46
H  4.42428  3.07803  -7.31133  0.29
H  3.62534  1.09320  -6.09316  0.17
H  2.34883  2.05635  -4.19251  -0.02
H  2.12645  3.49063  -5.09060  0.43
H  3.48857  4.86205  -3.50031  0.29
H  5.28544  4.48086  -3.51689  0.27
H  3.94586  3.54019  -2.50484  0.08
H  1.15418  1.23799  -7.33688  0.22
H  1.47937  0.32500  -6.06125  0.08
C  -2.87174  -5.17839  -2.63739  -1.72
C  -2.15537  -3.82145  -2.41365  0.60
C  -3.19897  -2.71247  -2.58422  -0.14
O  -4.17997  -2.77019  -1.59619  -0.18
C  -5.38607  -2.30768  -2.04782  -0.54
N  -1.32108  -3.88642  -1.22530  -0.30
H  -2.07336  -5.95947  -2.53768  0.44
H  -3.41843  -5.15199  -3.58838  0.44
H  -3.62918  -5.39464  -1.89684  0.29
H  -1.58878  -3.68323  -3.30214  -0.06
H  -3.58285  -2.86316  -3.59249  0.70
H  -2.78207  -1.65785  -2.54565  -0.43
H  -5.27047  -1.25867  -2.44947  0.06
H  -6.14410  -2.28442  -1.23141  0.00
H  -5.79522  -2.88705  -2.91531  0.39
H  -1.02528  -2.95745  -0.87363  -0.53
H  -1.72989  -4.33017  -0.42187  0.38
C  6.52572  3.41856  1.93433  -1.46
C  5.31685  2.37460  2.13970  0.35
C  4.17476  2.55498  1.09595  1.43
O  3.37608  3.74318  1.25156  -0.43
C  2.41562  3.68111  2.26192  -0.19
N  5.83994  1.00991  1.95427  -0.43
H  7.11800  3.46289  2.85657  0.40
H  6.16671  4.41959  1.59319  0.31
H  7.12043  3.05247  1.09387  0.35
H  4.88678  2.39861  3.13798  0.37
H  3.52431  1.65280  1.03343  -1.10
H  4.63502  2.55781  0.07716  -0.25
H  2.91372  3.74187  3.25126  0.30
H  2.01142  2.65694  2.17136  -0.17
H  1.67679  4.51524  2.18573  0.27
H  6.76539  0.98042  2.39969  0.22
H  5.25087  0.37124  2.43975  0.04
C  -3.98376  1.40320  2.10323  -2.32
C  -4.13564  -0.05393  1.78909  3.18
C  -5.49272  -0.49642  2.18191  -1.32
O  -5.57084  -1.90665  2.01262  -0.33
C  -6.91896  -2.34503  2.05184  -0.96
N  -3.87793  -0.35608  0.30581  0.79
H  -4.13661  1.59569  3.15608  0.53
H  -4.55007  2.01280  1.43065  0.36
H  -2.96678  1.65817  1.93738  0.54
H  -3.47115  -0.65785  2.40360  -1.57
H  -6.24709  -0.09001  1.47464  0.47
H  -5.61455  -0.13668  3.20030  0.49
H  -7.49680  -1.95459  2.93557  0.31
H  -6.85619  -3.42561  1.99540  0.28
H  -7.36166  -1.98563  1.10707  0.31
H  -4.27741  0.37165  -0.26312  -0.47
H  -4.38538  -1.22411  0.17520  -0.38
C  5.24905  -3.04392  1.65013  -0.56
C  4.67880  -4.09124  0.69280  0.15
C  3.16360  -3.76993  0.47158  -0.41
O  5.27935  -4.02666  -0.56518  -0.68
H  6.32914  -3.09644  1.64067  0.40
H  4.89260  -3.16233  2.68551  0.33
H  4.94209  -2.04411  1.30404  -0.21
H  4.69935  -5.12128  1.05258  0.40
H  2.55950  -3.84465  1.35784  0.42
H  2.77228  -4.45119  -0.30976  0.33
H  3.10400  -2.72698  0.15362  -0.47
H  5.44013  -3.10672  -0.81664  0.32
C  2.25436  -2.26367  5.18499  -1.58
C  2.06312  -0.80355  4.61830  0.71
C  3.28646  -0.38142  3.83297  -0.68
O  0.95480  -0.79316  3.75867  0.01
H  1.32884  -2.67278  5.51645  0.37
H  3.03898  -2.16426  5.92265  0.49
H  2.59746  -2.97876  4.42782  0.19
H  1.93168  -0.13964  5.48396  0.34
H  3.11011  0.62925  3.38366  -0.01
H  3.44848  -1.09187  2.99176  -0.19
H  4.23078  -0.37388  4.46505  0.56
H  0.11236  -0.95479  4.24388  -0.18
C  -1.53597  5.39101  -0.85325  -1.24
C  -0.11842  6.03147  -0.82545  0.47
C  0.93345  5.35761  -1.68890  -1.03
O  -0.26755  7.41801  -1.04495  -0.62
H  -1.63800  4.56976  -0.16619  0.30
H  -1.77855  5.04337  -1.85502  0.23
H  -2.17563  6.18940  -0.71358  0.57
H  0.22360  6.03906  0.19341  0.07
H  1.88317  5.88888  -1.58854  0.40
H  0.61351  5.29498  -2.73837  0.47
H  1.15387  4.31117  -1.32363  0.08
H  -0.37101  7.62309  -1.96931  0.35
C  -3.43099  -4.94466  3.02123  -1.75
C  -2.87020  -3.62775  3.45692  0.35
C  -2.19747  -2.99895  2.27652  -0.25
O  -3.86077  -2.78564  3.99964  -0.53
H  -4.20944  -5.27522  3.72692  0.37
H  -2.73685  -5.75210  2.99517  0.49
H  -3.78239  -4.92653  1.98043  0.21
H  -2.17834  -3.74820  4.30686  0.44
H  -2.95768  -2.75158  1.52972  -0.07
H  -1.48338  -3.62048  1.82064  1.14
H  -1.63423  -2.10958  2.47443  -0.63
H  -4.50133  -2.49211  3.32162  0.31
C  6.08823  1.17350  -2.24199  -1.26
C  5.16682  0.05130  -1.69512  1.98
C  4.69176  -0.88411  -2.77456  -0.87
O  5.86213  -0.63954  -0.67504  -0.62
H  6.91113  0.66155  -2.79738  0.40
H  6.53106  1.80905  -1.46933  0.20
H  5.59194  1.82848  -2.90317  0.16
H  4.22319  0.50529  -1.25235  -0.62
H  4.30269  -1.86390  -2.44308  -0.02
H  5.51715  -1.15166  -3.46940  0.46
H  3.91562  -0.35292  -3.37585  0.10
H  5.84756  -0.06166  0.07315  0.16
C  1.25311  -0.84344  0.65507  0.43
C  -0.03302  -0.05670  0.49172  1.13
C  0.03759  1.01611  -0.53625  -0.42
O  -1.02901  -1.06186  0.12330  1.72
H  1.51780  -1.35664  -0.28211  -1.03
H  1.18891  -1.51942  1.48740  0.29
H  2.08482  -0.18913  0.90926  0.13
H  -0.34199  0.39904  1.45929  -0.46
H  0.70772  1.75409  -0.02997  0.25
H  -0.93142  1.42264  -0.84956  -0.08
H  0.55596  0.73664  -1.45132  -0.42
H  -1.95259  -0.80970  0.08949  -0.91
C  1.64020  -2.61059  -2.92764  -0.43
C  0.96972  -2.15731  -4.21205  0.49
C  0.01342  -0.98813  -3.95494  0.10
O  2.08258  -1.67786  -5.06404  -0.63
H  2.43536  -3.41099  -3.01894  0.54
H  0.92755  -2.94469  -2.18159  -0.12
H  2.03291  -1.69052  -2.54211  -0.22
H  0.40056  -2.92551  -4.76030  0.25
H  -0.61048  -0.69926  -4.84408  0.52
H  0.59644  -0.16708  -3.62573  -0.36
H  -0.63028  -1.27739  -3.12847  -0.52
H  2.80721  -2.26554  -4.91996  0.31

Calculated values
E_LUMO   0.012 Ha
HOMO level   -8.8245 eV

3 ends up most stable, edging out the next structure by 1.192 eV.